# 1
Density functional theory data (the ωB97M-V functional and the def2-TZVPD basis) for C20H47BClFGaO3S as an isolated structure.

LUMO energy	2.48	eV
HOMO-LUMO gap	6.8	eV
energy relative to the best compared isomer or geometry (same formula, charge and spin)	0.086	eV

ORCA input file:
```
! wB97M-V def2-TZVPD RIJCOSX def2/J DEFGRID3
* xyz -1 1
C 4.034 -2.128 -0.169
B 3.911 -0.562 -0.390
O 4.265 0.156 0.765
Ga 3.312 0.579 -2.094
C 4.746 2.014 -2.405
C 1.586 1.639 -1.735
C 0.437 0.947 -1.006
C -0.022 -0.376 -1.660
C 0.377 -1.570 -0.789
S -0.445 -3.041 -1.310
O -0.092 -3.384 -2.653
O -1.820 -3.015 -0.906
Cl 0.477 -4.424 -0.093
C 3.171 -0.447 -3.874
C 2.721 -1.910 -3.837
F 4.465 -0.440 -4.520
H 3.460 -2.742 -0.870
H 5.089 -2.405 -0.292
H 3.753 -2.405 0.858
H 4.785 0.925 0.500
H 4.847 2.698 -1.553
H 4.479 2.606 -3.288
H 5.711 1.539 -2.601
H 1.914 2.485 -1.119
H 1.229 2.071 -2.680
H 0.737 0.757 0.032
H -0.448 1.597 -0.935
H -1.108 -0.372 -1.791
H 0.427 -0.484 -2.650
H 0.101 -1.429 0.258
H 1.451 -1.766 -0.842
H 2.532 0.108 -4.574
H 2.241 -2.181 -2.893
H 2.017 -2.173 -4.635
H 3.599 -2.549 -3.964
C -7.048 -3.360 3.206
C -7.304 -3.567 1.717
C -7.140 -5.017 1.265
C -5.738 -5.597 1.466
C -4.618 -4.816 0.779
C -4.754 -4.749 -0.737
H -6.025 -3.624 3.478
H -7.204 -2.318 3.492
H -7.723 -3.976 3.806
H -6.638 -2.921 1.140
H -8.321 -3.242 1.480
H -7.417 -5.092 0.210
H -7.858 -5.641 1.810
H -5.734 -6.626 1.093
H -5.522 -5.665 2.536
H -3.664 -5.286 1.028
H -4.564 -3.802 1.183
H -4.775 -5.753 -1.171
H -3.912 -4.212 -1.170
H -5.669 -4.235 -1.041
C 3.884 3.725 1.630
C 2.376 3.888 1.783
C 1.762 4.860 0.775
C 2.281 6.296 0.873
C 2.106 6.953 2.241
C 0.649 7.075 2.676
H 4.414 4.667 1.785
H 4.272 3.001 2.348
H 4.129 3.361 0.629
H 2.140 4.209 2.803
H 1.903 2.911 1.654
H 0.674 4.853 0.892
H 1.955 4.490 -0.235
H 1.766 6.903 0.120
H 3.340 6.319 0.602
H 2.555 7.950 2.210
H 2.665 6.393 2.996
H 0.074 7.654 1.948
H 0.565 7.576 3.642
H 0.176 6.097 2.770
*
```

=====

# 2
Density functional theory data (the ωB97M-V functional and the def2-TZVPD basis) for C38H31Cl2N4O5PRhS2 as an isolated structure at a distorted geometry.

LUMO energy (alpha / beta)	-2.04 / -5.08	eV
HOMO-LUMO gap (alpha / beta)	7.5 / 6.3	eV
energy relative to the best compared isomer or geometry (same formula, charge and spin)	0.649	eV

ORCA input file:
```
! wB97M-V def2-TZVPD RIJCOSX def2/J DEFGRID3
* xyz 1 5
Rh -0.145 0.057 0.190
Cl -0.078 0.194 2.824
C 1.595 0.037 3.154
C 2.006 -0.193 4.454
C 3.357 -0.335 4.731
C 4.297 -0.224 3.721
C 3.886 0.011 2.422
Cl 5.064 0.160 1.186
C 2.520 0.117 2.102
S 2.106 0.273 0.430
H 1.276 -0.277 5.243
H 3.677 -0.534 5.741
H 5.349 -0.326 3.930
N 0.331 0.288 -2.203
C 0.086 1.598 -2.708
C 0.402 1.908 -4.026
C 0.138 3.166 -4.534
C -0.465 4.126 -3.736
C -0.750 3.844 -2.413
C -0.468 2.585 -1.886
P -0.626 2.260 -0.092
C -2.350 2.448 0.371
C -2.628 2.707 1.696
C -3.907 2.565 2.220
C -4.970 2.176 1.377
C -4.760 1.882 0.076
C -3.400 1.904 -0.551
C 0.209 3.731 0.594
C -0.480 4.939 0.691
C 0.202 6.087 1.051
C 1.561 6.039 1.322
C 2.242 4.836 1.250
C 1.568 3.685 0.886
H 1.275 -0.015 -2.439
H -0.310 -0.408 -2.603
H 0.854 1.149 -4.651
H 0.393 3.392 -5.559
H -0.692 5.100 -4.140
H -1.179 4.607 -1.780
H -1.822 3.030 2.345
H -4.087 2.754 3.264
H -5.968 2.135 1.789
H -5.580 1.636 -0.581
H -3.464 2.521 -1.461
H -1.544 4.977 0.496
H -0.328 7.023 1.115
H 2.087 6.938 1.598
H 3.298 4.795 1.467
H 2.094 2.742 0.823
O -1.902 -0.173 -4.203
C -2.995 -1.037 -4.025
N -4.236 -0.312 -3.928
C -4.836 0.152 -2.807
O -5.829 0.843 -2.844
C -4.205 -0.259 -1.516
C -4.808 -1.159 -0.690
C -4.146 -1.561 0.479
C -2.838 -1.121 0.706
N -2.231 -0.228 -0.030
C -2.970 0.451 -1.067
H -1.938 0.232 -5.080
H -2.791 -1.582 -3.098
H -3.082 -1.749 -4.855
H -4.678 -0.016 -4.790
H -5.755 -1.602 -0.956
H -4.590 -2.279 1.146
H -2.282 -1.569 1.524
H -2.293 0.612 -1.916
O -0.926 -2.320 -1.915
C -0.399 -2.764 -0.899
N -0.016 -2.004 0.133
S 0.446 -2.882 1.458
O 1.772 -2.499 1.858
O -0.581 -2.764 2.456
C 0.412 -4.446 0.614
C 0.821 -5.694 1.015
C 0.757 -6.727 0.083
C 0.269 -6.499 -1.197
C -0.168 -5.238 -1.577
C -0.079 -4.202 -0.660
H 1.181 -5.850 2.019
H 1.106 -7.710 0.355
H 0.235 -7.317 -1.903
H -0.557 -5.044 -2.565
*
```